14
Properties=species:S:1:pos:R:3:forces:R:3:mulliken_charge:R:1 method="wB97M-V/def2-TZVPD" charge=0 homo_lumo_gap_ev=8.54 lumo_energy_ev=0.70
C 0.537 -0.607 1.077 0.16 -0.13 0.04 -0.736
C 0.354 -0.707 -0.451 0.04 -0.10 -0.05 -0.197
C -1.168 -0.491 -0.363 -0.11 -0.08 -0.05 -0.695
C -0.951 0.751 0.541 -0.05 0.06 -0.11 -0.262
C 0.803 0.657 -0.962 -0.07 0.12 0.08 -0.343
C 0.031 1.533 -0.312 0.14 -0.04 -0.08 -0.522
H -0.379 0.282 1.541 0.04 -0.02 0.05 0.209
H -1.705 -1.307 0.135 0.10 0.13 -0.05 0.300
H 0.075 2.617 -0.337 0.00 -0.18 0.00 0.425
H 1.627 0.835 -1.647 -0.13 -0.01 0.10 0.408
H 1.488 -0.214 1.447 -0.15 -0.03 -0.05 0.375
H 0.195 -1.482 1.641 0.01 0.14 -0.08 0.367
H -1.661 -0.236 -1.304 0.09 -0.02 0.14 0.308
H 0.789 -1.585 -0.947 -0.06 0.14 0.08 0.361